Entry from the Open Molecules 2025 dataset: a structure of composition C21H36F6N2O5PSiTe4W at a distorted geometry (wB97M-V/def2-TZVPD).

## Properties
Total charge ... -1
Lowest unoccupied orbital energy ... 1.45 eV
Largest force on an atom ... 2.497 eV/A
ΔE to the lowest compared entry with this formula, charge and spin ... 2.592 eV

The geometry in XYZ format:
```
77
Properties=species:S:1:pos:R:3:forces:R:3
W 0.09318 0.85191 0.57430 -0.88 1.39 0.52
C -3.20642 -0.22336 2.58262 0.13 0.00 -0.02
C -2.87601 -0.63622 1.17971 -0.18 0.36 0.65
C -3.44359 -1.79716 0.68958 0.01 0.25 -0.12
C -3.08684 -2.25359 -0.57235 0.09 -0.04 -0.07
C -2.13331 -1.56671 -1.28091 0.07 0.03 -0.16
C -1.58351 -0.40707 -0.73019 -0.07 -0.04 -0.62
N -2.01756 0.12095 0.45897 0.59 -1.75 -0.92
N -0.44158 0.20628 -1.27584 -1.36 1.50 1.47
Si -0.69189 1.62986 -2.58119 0.43 0.09 -1.12
C -2.60070 1.57313 -2.60898 0.01 -0.48 0.25
C -0.08803 0.75604 -4.15767 -0.22 -0.31 0.11
C -0.52972 3.38813 -3.41339 0.05 0.00 0.15
H -4.15111 -0.66868 2.89192 0.00 -0.02 0.01
H -3.26161 0.85128 2.69260 0.04 -0.11 0.01
H -2.41825 -0.58115 3.24999 0.00 0.01 0.01
H -4.14326 -2.33415 1.31319 -0.04 -0.01 -0.04
H -3.52231 -3.16270 -0.96991 0.01 0.00 -0.01
H -1.73991 -1.90665 -2.22853 -0.03 -0.03 -0.01
H -2.92424 0.65956 -3.11931 0.01 0.02 -0.04
H -2.99054 2.43329 -3.15064 0.00 0.01 -0.01
H -3.06325 1.54387 -1.62367 -0.03 -0.03 -0.01
H -0.20380 -0.33164 -4.14452 0.06 0.00 0.04
H 0.95508 0.99790 -4.36982 0.02 -0.03 0.04
H -0.69228 1.13590 -4.98768 0.03 0.04 -0.01
H -0.70942 4.24465 -2.76521 0.05 0.02 -0.02
H -1.23136 3.43647 -4.25593 -0.03 -0.01 0.01
H 0.48149 3.49229 -3.81737 0.02 0.00 0.05
Te 1.47439 2.59451 -1.04903 0.43 -0.30 -0.96
Te 3.25103 4.60300 2.95025 -0.79 -0.11 -0.37
Te 1.94403 2.40551 1.82350 1.76 -0.39 1.29
Te 0.19983 1.04611 3.41492 0.32 0.15 0.12
C 1.67375 -3.59867 -2.79412 -0.09 0.00 0.05
C 2.28870 -2.58078 -1.84815 0.01 0.13 -0.16
C 2.51642 -1.25131 -2.54954 0.07 -0.04 -0.04
C 3.57925 -3.11552 -1.24700 -0.01 0.01 0.03
O 1.25590 -2.39654 -0.82298 0.04 -0.28 0.16
P 1.41467 -1.65752 0.54721 -0.40 0.51 0.43
O 2.01689 -0.25946 0.38391 -0.42 0.19 -0.03
O 0.06778 -1.33777 1.18589 -0.04 0.01 -0.81
O 2.26373 -2.67206 1.38154 0.07 -0.08 0.03
C 2.52736 -2.70693 2.83168 0.12 0.11 -0.03
C 3.41915 -3.92770 2.98048 0.00 -0.02 0.08
C 3.25635 -1.43308 3.25466 0.02 0.01 -0.10
C 1.22135 -2.90473 3.58297 -0.06 0.01 -0.07
H 2.36909 -3.82536 -3.60285 0.00 0.01 0.00
H 0.75375 -3.19987 -3.22341 0.01 0.01 -0.01
H 1.43654 -4.52008 -2.26025 0.02 0.00 0.00
H 3.11670 -1.42011 -3.44707 0.01 0.01 0.01
H 3.03446 -0.53996 -1.90803 -0.04 0.02 0.03
H 1.56602 -0.81039 -2.84046 -0.02 0.00 0.03
H 4.27494 -3.32341 -2.06171 0.01 0.00 0.01
H 3.40692 -4.03306 -0.68415 -0.01 0.00 -0.01
H 4.04284 -2.38193 -0.58690 -0.01 0.00 0.00
H 4.33858 -3.80071 2.40837 -0.01 0.01 -0.01
H 2.90411 -4.82360 2.63107 -0.01 0.01 0.00
H 3.67832 -4.06118 4.03221 0.02 0.01 0.00
H 4.33367 -1.53740 3.11417 0.00 0.01 -0.03
H 3.05366 -1.21118 4.30164 0.06 -0.03 0.02
H 2.92723 -0.57194 2.67455 -0.08 0.01 0.07
H 0.74304 -3.83723 3.27641 -0.01 0.01 -0.02
H 0.53708 -2.07850 3.40455 0.02 0.02 0.03
H 1.43588 -2.95135 4.65165 0.00 -0.04 0.00
C -2.60224 4.05536 -0.47778 0.08 0.01 -0.05
C -1.86341 3.63947 0.79165 0.06 0.35 0.36
O -1.03587 2.55964 0.64591 0.07 -1.04 -0.13
C -2.95947 3.38684 1.86922 -0.10 -0.12 -0.13
F -3.63270 4.50477 2.20094 -0.01 0.00 -0.07
F -3.88832 2.52914 1.38292 0.04 -0.01 0.01
F -2.49455 2.86459 2.99934 0.05 0.07 0.04
C -1.02088 4.86831 1.25954 0.10 0.06 0.06
F -0.47702 4.66789 2.46208 -0.05 -0.03 0.02
F -0.04175 5.12066 0.39215 -0.01 -0.04 -0.01
F -1.75136 6.00375 1.34067 -0.04 -0.04 -0.01
H -3.27910 3.26935 -0.78452 0.01 0.00 -0.01
H -1.87850 4.23449 -1.26497 0.00 0.00 0.01
H -3.17751 4.96348 -0.30289 0.03 0.01 0.02
```
Positions in Å, forces in eV/Å.

Entry from the Open Molecules 2025 dataset: a cluster of 6 separate species, C21H36IO17P2 in total (wB97M-V/def2-TZVPD).

## Properties
Total charge ... +1
Lowest unoccupied orbital energy ... -2.06 eV
Largest force on an atom ... 0.573 eV/A
ΔE to the lowest compared entry with this formula, charge and spin ... 0.000 eV

The geometry in XYZ format:
```
77
Properties=species:S:1:pos:R:3:forces:R:3
C -0.82815 -2.48271 3.44624 -0.18 -0.08 0.36
C -0.94463 -2.77346 1.95779 0.28 0.03 -0.01
I -2.69370 -3.91307 1.47232 -0.18 0.01 -0.06
C 0.28493 -3.51378 1.41856 -0.27 0.05 0.05
P 0.58524 -3.20543 -0.33908 0.29 0.11 0.21
C 0.56635 -4.67016 -1.39279 -0.17 -0.15 0.02
C -0.74512 -5.07172 -2.08329 0.18 -0.11 -0.19
C -1.43640 -3.95718 -2.84468 -0.32 -0.23 -0.13
O -2.20628 -3.07680 -2.03863 0.37 0.32 0.30
P 2.62732 -2.40930 -0.67032 -0.14 0.18 -0.45
O 2.78340 -2.11667 -2.10727 -0.01 -0.05 -0.04
H -1.17056 -1.47085 3.64131 0.03 0.02 0.09
H -1.40089 -3.15331 4.08372 -0.02 -0.16 -0.15
H 0.21366 -2.55745 3.75222 0.03 0.18 0.02
H -1.06441 -1.83379 1.42739 -0.06 -0.02 -0.03
H 1.16977 -3.15531 1.94607 0.05 -0.02 -0.01
H 0.19535 -4.59033 1.56560 0.12 -0.03 0.04
H -0.27728 -2.21126 -0.80462 -0.04 0.03 -0.08
H 0.91129 -5.46774 -0.72910 0.08 -0.07 -0.08
H 1.33967 -4.50666 -2.14768 0.01 0.08 0.00
H -1.43160 -5.56538 -1.39452 -0.06 0.12 0.09
H -0.46570 -5.83289 -2.81405 -0.05 -0.11 0.03
H -0.69993 -3.37240 -3.40448 -0.01 0.10 0.05
H -2.11002 -4.40989 -3.57495 0.05 -0.06 -0.06
H -2.31685 -3.43525 -1.14666 -0.24 -0.15 -0.21
H 3.37715 -3.49141 -0.17993 0.06 0.07 0.25
H 2.73332 -1.35788 0.24089 0.03 0.00 0.15
C -0.58401 2.81702 1.10260 0.02 0.01 -0.02
C -0.78130 2.92991 2.60180 0.01 0.11 -0.09
O -0.58886 1.56773 3.03426 0.02 0.00 0.03
C 0.14241 0.92717 2.10953 -0.02 0.10 0.08
O 0.59765 -0.17108 2.26128 0.08 -0.11 -0.25
O 0.28938 1.66716 1.00399 -0.03 -0.03 -0.02
H -0.11651 3.68648 0.65626 0.06 -0.13 0.02
H -1.50993 2.58137 0.57877 -0.02 0.03 -0.01
H -0.02311 3.55358 3.07442 0.01 -0.01 0.00
H -1.76850 3.26924 2.89575 -0.03 -0.07 -0.01
C -4.24600 -6.53400 -5.38011 -0.01 -0.10 -0.11
C -4.33534 -7.76133 -6.27470 -0.04 0.07 0.04
O -3.07628 -8.40213 -6.02623 -0.03 -0.07 -0.05
C -2.62012 -8.01142 -4.82224 0.00 0.05 0.07
O -1.68711 -8.47338 -4.25056 0.07 0.00 -0.01
O -3.37530 -6.99438 -4.33899 -0.03 0.19 0.06
H -5.19330 -6.22309 -4.95038 0.00 -0.05 0.05
H -3.77484 -5.68910 -5.88493 0.00 0.00 -0.01
H -5.13622 -8.43764 -5.97504 -0.01 0.00 0.01
H -4.42162 -7.53584 -7.33295 0.07 0.00 -0.01
C -0.80035 7.18216 -2.33397 -0.09 0.02 0.00
C -2.07816 7.80404 -1.79110 0.10 0.05 -0.05
O -2.39201 6.91949 -0.70098 -0.08 -0.01 -0.02
C -1.27110 6.31009 -0.30368 -0.06 0.08 0.09
O -1.17340 5.63951 0.68100 0.03 -0.06 -0.01
O -0.25950 6.53808 -1.16647 0.01 0.02 -0.03
H -0.08185 7.90092 -2.71543 0.03 0.02 0.07
H -0.99253 6.41683 -3.08693 0.00 0.01 -0.01
H -1.92546 8.79903 -1.37960 0.01 0.01 0.00
H -2.90275 7.81213 -2.49715 -0.03 -0.10 0.02
C 6.25707 -1.20928 2.82814 0.01 -0.06 0.08
C 6.38108 -2.65927 3.26981 0.04 0.08 -0.06
O 4.99998 -3.05417 3.38283 0.04 -0.07 0.04
C 4.26244 -2.24436 2.61919 -0.06 0.08 0.07
O 3.10054 -2.40746 2.37231 0.10 -0.16 -0.06
O 4.98562 -1.21762 2.14864 0.05 0.04 -0.03
H 7.03144 -0.88099 2.14292 -0.04 -0.03 -0.07
H 6.18693 -0.51889 3.66796 0.01 0.00 0.01
H 6.85413 -3.28726 2.51509 0.01 0.00 0.00
H 6.87494 -2.79771 4.22569 -0.07 0.02 0.05
C 0.66549 9.99432 3.11699 0.00 -0.09 0.03
C 0.66044 8.52505 2.72338 0.04 0.05 0.06
O -0.53477 8.43204 1.94071 0.01 0.01 -0.06
C -0.82233 9.65816 1.45042 0.06 -0.03 0.01
O -1.64136 9.87394 0.61551 -0.01 0.02 -0.05
O -0.04413 10.59451 2.02652 0.00 0.07 0.04
H 1.65524 10.43442 3.18924 0.01 0.02 -0.07
H 0.11115 10.17984 4.03753 0.00 -0.01 0.01
H 1.51099 8.25735 2.09486 0.01 0.01 0.00
H 0.59522 7.84090 3.56395 -0.07 0.00 0.00
```
Positions in Å, forces in eV/Å.

Entry from the Open Molecules 2025 dataset: the molecule C21H36N2O3 (wB97M-V/def2-TZVPD).

## Properties
Lowest unoccupied orbital energy ... 0.74 eV
Largest force on an atom ... 0.484 eV/A
ΔE to the lowest compared entry with this formula, charge and spin ... 0.285 eV

The geometry in XYZ format:
```
62
Properties=species:S:1:pos:R:3:forces:R:3
C 2.57487 2.63902 -3.99466 -0.05 0.10 0.23
C 1.77928 2.81504 -2.70713 -0.04 -0.12 -0.15
C 0.64287 1.79163 -2.61742 0.06 0.15 -0.01
C -0.15967 1.95919 -1.34654 0.28 -0.04 -0.21
O -1.25469 2.49265 -1.35644 -0.38 0.19 -0.18
N 0.38991 1.53571 -0.17316 0.06 0.29 0.19
C 1.64558 0.85305 -0.00516 0.17 -0.18 -0.01
C 1.50861 -0.43220 0.84581 0.35 -0.15 0.07
C 2.88747 -1.03459 1.17120 0.04 0.30 -0.05
C 3.96649 -1.01222 0.08566 -0.19 -0.21 0.00
C 3.68115 -1.88333 -1.13302 0.16 0.20 0.10
C 0.59086 -1.46425 0.16037 0.24 -0.06 -0.20
N -0.72283 -0.92954 -0.11407 0.06 -0.37 0.05
C -1.13067 -0.85354 -1.41088 -0.28 0.04 0.20
O -0.38228 -1.21030 -2.30601 0.09 -0.07 -0.47
C -2.53090 -0.38200 -1.73039 -0.11 -0.07 -0.25
C -3.46442 -1.58244 -1.93324 0.05 0.01 0.15
C -3.73842 -2.35461 -0.64887 -0.04 0.03 -0.24
C -1.41194 -0.48973 1.06946 -0.12 0.16 0.19
C -0.57488 0.52229 1.88027 -0.27 0.27 0.29
C -1.27983 0.92148 3.18620 0.30 -0.22 -0.07
C -1.65435 -0.23852 4.12118 -0.15 0.10 -0.06
C -3.12206 -0.64331 4.02607 0.22 -0.02 0.10
C -0.32117 1.80362 1.05383 -0.26 0.05 0.08
C 0.80748 -0.04119 2.13930 -0.14 -0.02 -0.30
O 1.31149 -0.12062 3.23098 0.02 0.02 0.21
H 1.92893 2.76012 -4.86071 -0.04 0.00 -0.13
H 3.01913 1.64675 -4.03694 0.07 -0.11 -0.05
H 3.37207 3.37630 -4.05405 0.09 0.03 -0.08
H 1.35041 3.81876 -2.67575 0.02 0.02 0.09
H 2.44937 2.71702 -1.85048 0.00 0.05 0.06
H 1.02020 0.77367 -2.71566 0.01 -0.01 -0.02
H -0.05067 1.96393 -3.44236 -0.01 -0.09 0.09
H 2.04763 0.58509 -0.97818 0.08 0.05 0.02
H 2.35639 1.51800 0.50626 0.07 -0.05 -0.09
H 2.73597 -2.06769 1.49237 0.00 -0.03 0.11
H 3.27577 -0.49045 2.03641 -0.06 -0.13 0.00
H 4.16253 0.01251 -0.23340 0.09 0.06 0.02
H 4.88364 -1.37754 0.55470 0.02 0.11 0.00
H 2.87970 -1.48072 -1.74650 -0.13 -0.01 -0.12
H 3.40926 -2.89077 -0.82664 -0.07 -0.15 -0.02
H 4.57157 -1.94751 -1.75496 0.03 -0.05 -0.12
H 1.01288 -1.78805 -0.79050 -0.02 -0.02 0.21
H 0.49314 -2.33637 0.82015 0.03 0.00 -0.01
H -2.93474 0.30190 -0.98821 -0.01 0.05 -0.02
H -2.45757 0.16161 -2.67378 0.08 0.05 0.13
H -4.40915 -1.21991 -2.34363 0.04 -0.01 -0.06
H -3.01286 -2.25006 -2.66958 -0.05 0.04 -0.08
H -4.41829 -3.18011 -0.84751 -0.04 -0.10 0.07
H -2.81793 -2.76483 -0.24037 0.09 -0.08 0.12
H -4.19786 -1.71102 0.09892 -0.04 0.04 0.14
H -2.36333 -0.02798 0.81414 0.00 -0.07 0.06
H -1.60501 -1.36395 1.70259 -0.11 0.05 -0.01
H -2.17812 1.49043 2.93794 -0.04 0.10 -0.04
H -0.60113 1.59175 3.71662 -0.04 0.07 -0.05
H -1.01361 -1.09845 3.92374 0.05 -0.02 0.08
H -1.45563 0.06802 5.14907 0.09 -0.07 0.00
H -3.76139 0.19771 4.28570 -0.12 0.07 0.00
H -3.33165 -1.45419 4.72006 -0.11 -0.09 0.03
H -3.38878 -0.97584 3.02633 -0.09 -0.04 -0.14
H -1.26883 2.27577 0.78338 0.14 -0.06 0.14
H 0.26002 2.50481 1.66752 -0.05 -0.01 0.02
```
Positions in Å, forces in eV/Å.